Entry 1:
The following is a quantum chemistry calculation of a structure of composition C18H18BF9N4NiOTe, from the OMol25 dataset.

Atoms and positions in Å:
Ni (0.1474, 0.2606, -0.6256)
C (-2.3112, -0.9980, -1.4913)
N (-1.1543, -1.3631, -0.6671)
C (-0.3863, -2.5271, -1.1437)
C (1.0770, -2.4046, -0.7646)
C (1.8733, -3.5216, -0.6086)
C (3.2160, -3.3476, -0.3189)
C (3.7234, -2.0646, -0.2005)
C (2.8654, -0.9950, -0.3600)
N (1.5689, -1.1645, -0.6329)
C (-1.5006, -1.5390, 0.7575)
C (-1.3890, -0.2477, 1.5399)
C (-2.4025, 0.5378, 3.5724)
C (-1.5503, 1.4512, 3.9965)
C (-0.4414, 2.0395, 3.2467)
C (0.0951, 1.5586, 2.1282)
N (-0.3014, 0.4086, 1.4088)
C (-2.6110, 0.4806, -1.3771)
C (-3.8876, 0.9915, -1.5205)
C (-4.0598, 2.3669, -1.4934)
C (-2.9553, 3.1857, -1.3286)
C (-1.7114, 2.5997, -1.1755)
N (-1.5515, 1.2760, -1.1941)
H (-2.0740, -1.2137, -2.5354)
H (-3.1946, -1.5840, -1.2210)
H (-0.7898, -3.4555, -0.7306)
H (-0.4702, -2.5839, -2.2310)
H (1.4405, -4.5092, -0.6874)
H (3.8569, -4.2070, -0.1758)
H (4.7640, -1.8874, 0.0278)
H (3.2046, 0.0270, -0.2766)
H (-2.4744, -2.0025, 0.9126)
H (-0.7411, -2.1873, 1.1992)
H (-3.1556, 0.0723, 4.1887)
H (-1.6720, 1.7476, 5.0301)
H (0.0626, 2.8845, 3.6967)
H (0.9903, 2.0052, 1.7201)
H (-4.7279, 0.3226, -1.6485)
H (-5.0485, 2.7932, -1.5987)
H (-3.0490, 4.2616, -1.3074)
H (-0.8124, 3.1851, -1.0337)
F (3.0234, 1.4159, -2.0731)
B (1.7463, 1.9108, -2.1114)
F (1.2325, 1.9383, -0.6902)
F (1.6346, 3.1755, -2.6034)
F (0.8523, 0.9862, -2.6934)
F (-0.9053, -2.3088, 5.8219)
Te (0.0199, -2.2275, 4.1175)
F (1.7614, -2.0360, 4.9641)
F (0.3280, -4.0312, 4.4330)
F (-1.6180, -2.8800, 3.1946)
F (0.8331, -2.6672, 2.3160)
O (-2.4837, 0.0162, 2.2677)

Force components x, y, z for each atom (eV/Å):
0.073 -0.006 -0.320
-0.037 -0.018 0.058
0.076 -0.043 0.044
0.015 -0.054 0.025
0.033 0.075 -0.022
-0.002 0.003 0.004
-0.006 0.007 -0.005
-0.002 -0.018 0.002
-0.040 -0.058 0.105
-0.017 -0.249 0.088
-0.051 0.167 -0.048
0.118 -0.286 0.048
-0.009 -0.075 -0.052
-0.037 -0.001 -0.002
0.081 -0.071 0.060
-0.036 0.018 -0.021
-0.363 0.067 -0.062
0.029 -0.001 -0.041
-0.010 -0.012 -0.020
-0.004 0.001 -0.003
0.010 0.026 -0.013
-0.046 -0.018 0.005
-0.197 0.046 0.223
0.016 0.021 -0.003
0.003 -0.017 -0.015
-0.017 -0.014 -0.042
0.039 0.066 -0.003
0.000 -0.004 0.009
-0.003 -0.001 0.007
-0.001 -0.003 0.003
0.008 -0.022 0.025
-0.037 0.030 -0.122
-0.085 -0.053 0.109
0.022 -0.001 0.039
0.055 -0.031 0.017
-0.053 0.036 -0.010
-0.086 0.104 -0.067
-0.001 0.004 -0.001
0.001 0.003 0.000
-0.001 0.002 -0.003
0.002 0.003 0.008
-0.059 0.091 -0.106
0.245 0.332 0.406
0.424 0.207 0.010
-0.113 -0.143 -0.102
-0.151 -0.281 -0.256
0.032 -0.007 -0.077
0.159 0.162 -0.008
-0.016 -0.048 -0.050
-0.069 -0.072 -0.114
-0.187 -0.008 0.183
0.189 0.037 0.100
0.111 0.107 0.008

Its spin multiplicity is 3. The calculation puts the energy relative to the best compared isomer or geometry (same formula, charge and spin) at 8.23 kcal per mole. Its expectation value of S² is 2.005.

Results of the Mulliken charge analysis, in e, for atoms 1 through 8: number 1, Ni, carries 0.12; number 2, C, carries -1.29; number 3, N, carries 0.66; number 4, C, carries -1.15; number 5, C, carries 0.86; number 6, C, carries -0.92; number 7, C, carries -0.39; number 8, C, carries -0.90



Entry 2:
The following is a quantum chemistry calculation of a structure of composition C18H18BIMnN2O2 at a distorted geometry, from the OMol25 dataset.

Atoms and positions in Å:
C (1.9230, 1.1310, 3.1372)
C (2.1985, 0.3058, 1.9361)
H (3.0134, 0.3385, 2.7481)
H (2.2049, 1.1168, 4.2069)
H (2.0518, 2.1705, 2.8144)
H (1.9555, -0.7476, 1.9344)
H (2.9656, 0.4396, 1.0989)
H (1.3473, 0.8400, 1.4023)
C (1.8238, 1.9412, -1.9769)
C (1.0528, 2.9597, -2.5487)
C (0.0905, 2.6246, -3.5131)
C (-0.1768, 1.2833, -3.8070)
H (2.5691, 2.1519, -1.2101)
H (1.2272, 4.0012, -2.2854)
H (-0.4763, 3.3954, -4.0359)
H (-0.9262, 0.9529, -4.5307)
N (1.6534, 0.6500, -2.3810)
C (0.5600, 0.2933, -3.1497)
C (0.2854, -1.1402, -3.2249)
N (1.1811, -1.9276, -2.5091)
C (0.9541, -3.2377, -2.2496)
C (-0.8419, -3.1496, -3.8367)
C (-0.0573, -3.8994, -2.9310)
H (1.6118, -3.6797, -1.4971)
H (-0.2004, -4.9751, -2.7773)
C (-0.6969, -1.7594, -3.9852)
H (-1.3194, -1.1594, -4.6707)
H (-1.5733, -3.6679, -4.4373)
Mn (2.9561, -1.0098, -2.6981)
I (5.3104, -1.4272, -1.9897)
O (-0.1982, -0.3942, 3.2830)
B (0.3747, 0.9070, 3.2811)
O (-0.6108, 1.9134, 3.3383)
C (-1.8003, 1.2368, 3.3817)
C (-3.0609, 1.7523, 3.5695)
C (-4.0887, 0.8336, 3.8573)
C (-3.8469, -0.5481, 3.8827)
C (-2.5537, -1.0492, 3.6504)
C (-1.5493, -0.1615, 3.3718)
H (-3.2292, 2.8362, 3.5207)
H (-5.0963, 1.2173, 4.0309)
H (-4.6718, -1.2399, 4.0937)
H (-2.3358, -2.1192, 3.7055)

Force components x, y, z for each atom (eV/Å):
-1.727 4.243 4.376
-0.218 -2.745 -6.752
0.118 0.799 0.699
1.253 -0.859 -0.595
0.220 -0.145 0.374
-0.351 -0.225 0.313
-0.027 0.227 1.430
1.430 -1.176 -0.384
-0.739 -0.547 -1.296
-0.087 -0.390 -0.029
0.056 -0.288 -0.063
0.147 -0.441 0.386
0.121 -0.164 -0.510
-0.075 -0.282 0.042
0.220 -0.113 0.218
0.110 0.515 0.319
-0.675 -0.242 0.238
1.257 1.928 0.094
1.163 -2.163 0.006
-0.849 0.583 -0.002
-0.111 0.982 -0.703
0.449 -0.134 0.246
-0.366 0.349 -0.154
-0.080 -0.122 -0.574
-0.104 0.557 -0.133
-0.143 -0.022 0.274
0.239 -0.646 0.502
-0.126 -0.025 -0.027
-0.168 0.621 1.129
-0.316 0.076 -0.096
1.448 1.710 -0.223
-2.964 -0.672 0.824
2.340 -0.731 -0.517
-0.598 -1.843 0.279
-0.226 0.242 0.121
0.133 -0.080 -0.447
0.127 0.375 -0.040
-0.335 -0.809 -0.091
-1.221 1.721 0.671
0.012 -0.570 0.200
0.350 -0.188 -0.034
0.474 0.337 -0.065
-0.161 0.353 -0.004

The charge is +2. Its spin multiplicity is 4. Its expectation value of S² is 3.911.

Results of the Mulliken charge analysis, in e, for atoms 1 through 8: number 1, C, carries -0.32; number 2, C, carries -1.02; number 3, H, carries 0.45; number 4, H, carries 0.42; number 5, H, carries 0.39; number 6, H, carries 0.46; number 7, H, carries 0.44; number 8, H, carries 0.28



Entry 3:
The following is a quantum chemistry calculation of a structure of composition C18H18BeBrCl5NO5P at a distorted geometry, from the OMol25 dataset.

Atoms and positions in Å:
Be (-1.6081, 0.3513, -0.5186)
Cl (-3.2695, -2.2740, -0.5220)
C (-2.5827, -1.7584, -2.0664)
C (-1.8717, -0.5582, -1.9684)
C (-1.1210, -0.2552, -3.1066)
Cl (-0.2883, 1.2917, -3.0348)
C (-0.9135, -1.1132, -4.1351)
Cl (0.1079, -0.7473, -5.4821)
C (-1.4710, -2.3999, -4.0625)
Cl (-1.1514, -3.5483, -5.2951)
C (-2.4374, -2.6859, -3.1161)
Cl (-3.1328, -4.2520, -3.0782)
Br (1.5165, 3.9139, -1.3315)
C (0.6314, 3.6292, 0.3956)
C (1.1779, 4.2205, 1.5480)
C (0.4768, 4.0616, 2.6912)
C (-0.6954, 3.3589, 2.6603)
C (-1.1412, 2.8409, 1.4143)
N (-0.4474, 2.9220, 0.3043)
C (-2.3481, 1.9239, 1.4014)
O (-3.1287, 1.8851, 2.3264)
O (-2.4862, 1.1896, 0.3300)
H (2.1079, 4.8263, 1.5232)
H (0.8986, 4.3911, 3.6760)
H (-1.3013, 3.2395, 3.5827)
C (1.8486, -1.6422, -2.0138)
C (0.8979, -2.4682, -1.1303)
O (0.6442, -1.9243, 0.1637)
P (0.1280, -0.4189, 0.5152)
O (-0.0803, -0.6571, 2.0668)
C (-1.4215, -1.1205, 2.4640)
C (-1.4961, -2.5960, 2.7681)
O (1.3357, 0.6102, 0.5163)
C (2.6661, 0.2990, 1.0195)
C (3.5828, 1.4043, 0.6028)
H (1.9539, -2.2024, -2.9456)
H (2.8453, -1.5671, -1.4975)
H (1.4885, -0.6256, -2.1920)
H (1.4027, -3.4013, -0.8771)
H (-0.0711, -2.6268, -1.6440)
H (-2.1595, -0.8645, 1.7294)
H (-1.5139, -0.5306, 3.3511)
H (-0.9802, -3.1446, 1.9498)
H (-2.5479, -2.9179, 2.9316)
H (-1.0220, -2.7311, 3.6723)
H (3.0036, -0.7341, 0.7540)
H (2.5668, 0.1919, 2.1091)
H (3.6527, 1.5398, -0.4979)
H (4.5597, 1.3575, 1.0105)
H (3.1947, 2.3172, 1.0380)

Force components x, y, z for each atom (eV/Å):
-0.223 0.104 -0.270
-0.322 -0.115 -0.559
0.766 -0.001 1.097
-0.524 -0.702 -1.125
0.050 1.364 1.170
-0.097 -0.266 -0.141
0.589 -1.153 -1.045
-0.035 0.230 0.269
-0.776 0.441 -0.938
0.183 -0.089 -0.148
0.546 0.181 1.007
-0.323 0.076 0.221
-0.124 -0.049 0.867
1.714 1.157 -1.096
1.192 0.600 -2.028
0.463 -0.028 2.442
-1.869 -0.525 -0.211
-0.353 -0.716 2.443
-0.043 0.261 -0.203
-0.689 0.017 0.100
0.382 0.195 0.048
-0.114 0.142 -0.018
-0.757 -0.684 -0.210
-0.531 -0.061 -1.098
0.382 -0.132 -0.978
0.451 -0.289 1.174
0.163 0.219 -0.684
-0.058 1.384 0.360
0.784 -0.871 0.176
-0.604 -0.319 -0.155
0.555 0.037 0.552
-0.630 0.186 -1.923
0.613 -0.702 -0.550
-0.028 -1.401 0.864
-0.719 0.729 -0.807
0.133 0.300 -0.061
-0.818 -0.085 -0.627
-0.023 -0.177 -0.159
-0.360 -0.208 -0.382
0.540 -0.151 0.257
-0.270 0.497 -0.408
-0.904 0.254 0.518
-0.606 0.021 0.630
0.613 0.223 -0.517
1.354 -0.772 1.926
-0.408 0.851 -0.545
0.104 0.530 -0.102
-0.152 -0.221 0.704
1.050 -0.657 0.358
-0.270 0.375 -0.198

Its spin multiplicity is 1. The calculation puts the energy relative to the best compared isomer or geometry (same formula, charge and spin) at 11.87 kcal per mole.

Results of the Mulliken charge analysis, in e, for atoms 1 through 8: number 1, Be, carries -1.01; number 2, Cl, carries -0.15; number 3, C, carries 0.57; number 4, C, carries -0.01; number 5, C, carries 0.34; number 6, Cl, carries -0.07; number 7, C, carries -0.15; number 8, Cl, carries -0.16



The evaluated E for the records listed, in turn: -100444.9187, -66113.2902, -173034.3073 eV.